Entry 1:
A structure of composition C21H23Br12F3NO3S2 in a non-equilibrium geometry, computed with ωB97M-V with the def2-TZVPD basis set.

```
65
C21H23Br12F3NO3S2, DFT ωB97M-V with the def2-TZVPD basis set
O -3.937 -1.042 3.434
S -2.871 0.039 3.305
O -3.555 1.383 3.195
S -1.731 -0.448 1.581
C -2.885 -1.447 0.515
C -2.771 -1.132 -1.052
C -1.317 -1.358 -1.688
N -0.876 -2.777 -1.753
C 0.055 -3.032 -2.903
C 1.192 -1.874 -2.951
C 1.099 -0.851 -4.115
C 2.172 0.296 -4.128
C 3.254 0.316 -3.007
C 3.318 -0.736 -1.840
C 2.251 -1.864 -1.817
O 2.159 -2.864 -0.808
C -0.426 -1.620 2.131
C 1.079 -1.280 1.918
C 2.125 -2.326 2.384
C 1.762 -3.684 3.050
C 0.248 -4.017 3.289
C -0.832 -2.975 2.820
C -1.889 -0.037 4.901
F -2.627 0.756 5.839
F -1.877 -1.349 5.472
F -0.599 0.529 4.822
H -3.958 -1.141 0.833
H -2.775 -2.550 0.800
H -3.071 -0.029 -1.210
H -3.520 -1.793 -1.625
H -1.330 -0.831 -2.722
H -0.529 -0.785 -1.059
H -1.665 -3.441 -1.744
H -0.532 -3.104 -3.891
H 0.605 -4.022 -2.756
H 0.284 -0.934 -4.921
H 2.129 1.090 -4.958
H 4.030 1.144 -2.974
H 4.137 -0.653 -1.046
H 3.044 -3.248 -0.621
H 1.363 -0.279 1.442
H 3.229 -2.068 2.205
H 2.604 -4.396 3.354
H -0.022 -4.997 3.807
H -1.934 -3.260 3.008
C -3.036 3.366 -0.925
Br -2.531 4.505 0.560
Br -1.490 2.544 -1.763
Br -4.359 2.046 -0.403
H -3.502 4.006 -1.674
C -5.085 7.264 -0.443
Br -5.524 9.148 -0.569
Br -6.175 6.356 0.879
Br -5.169 6.386 -2.172
H -4.052 7.199 -0.103
C 7.058 0.133 -5.185
Br 5.646 0.171 -3.848
Br 6.349 -0.146 -6.968
Br 8.180 1.713 -5.093
H 7.692 -0.722 -4.957
C 2.241 3.034 4.754
Br 1.365 3.340 6.457
Br 4.169 3.189 4.896
Br 1.710 1.341 3.966
H 1.907 3.819 4.077
```

Summary:
Net charge: +1
F_max, Eh/bohr: 0.1780

---

Entry 2:
A structure of composition C21H23F2N3O5S in a non-equilibrium geometry, computed with ωB97M-V with the def2-TZVPD basis set.

```
55
C21H23F2N3O5S, DFT ωB97M-V with the def2-TZVPD basis set
C 3.882 5.439 1.121
H 4.198 5.863 2.008
O 2.932 4.627 1.193
C 2.447 3.856 0.003
C 1.333 2.694 0.211
H 0.432 3.290 0.926
C 0.700 2.056 -0.733
N -0.066 1.065 -0.700
C 0.389 -0.148 -0.313
C 1.794 -0.621 -0.158
C 2.821 0.404 -0.408
N 3.760 0.861 -0.737
C 1.992 -2.152 0.150
O 1.027 -2.601 0.562
N 3.233 -2.403 0.241
H 3.921 -1.827 0.162
C 3.625 -3.920 0.708
C 4.313 -4.426 -0.447
O 5.612 -3.543 -0.938
C 6.577 -3.798 0.101
H 6.802 -4.915 -0.014
H 7.326 -3.228 -0.318
H 6.426 -3.318 1.039
H 4.535 -5.368 -0.125
H 3.715 -4.171 -1.661
H 2.746 -4.283 0.819
H 4.213 -3.979 1.560
S -0.792 -1.125 0.131
C -2.144 -0.085 -0.062
C -3.322 -0.470 0.040
C -4.611 0.348 -0.240
C -4.808 1.569 -0.617
C -5.997 2.205 -0.590
C -7.185 1.267 -0.458
C -7.082 -0.022 -0.135
C -5.757 -0.327 0.022
O -5.580 -1.879 0.109
C -6.641 -2.691 0.731
F -7.474 -2.759 -0.600
F -7.566 -2.214 1.584
H -6.167 -3.793 0.844
H -8.086 -0.464 0.231
H -8.242 1.789 -0.499
H -6.165 3.074 -0.815
H -4.001 2.260 -0.703
H -3.308 -1.532 0.254
C -1.342 1.094 -0.527
O -1.800 2.115 -0.838
H 1.647 1.946 -1.632
H 0.030 2.940 -1.420
H 1.757 2.184 1.001
H 3.281 3.416 -0.468
H 2.203 4.686 -0.799
H 4.793 4.846 0.756
H 3.675 6.169 0.450
```

Summary:
Energy relative to the best compared isomer or geometry (same formula, charge and spin), kcal per mole: 460.2
F_max, Eh/bohr: 0.3315

---

Entry 3:
The molecule C21H23FN4O3 in a non-equilibrium geometry, computed with ωB97M-V with the def2-TZVPD basis set.

```
52
C21H23FN4O3, DFT ωB97M-V with the def2-TZVPD basis set
C -0.638 4.795 4.555
O -1.600 4.651 3.539
C -1.268 3.955 2.424
C -0.034 3.368 2.185
C 0.205 2.676 1.010
C -0.797 2.563 0.058
C -0.558 1.837 -1.166
N -1.457 1.623 -2.096
O -0.815 0.894 -3.053
C 0.443 0.715 -2.625
C 1.392 -0.086 -3.458
N 1.663 -1.431 -3.007
C 2.574 -1.593 -1.890
C 1.895 -1.530 -0.511
N 0.822 -2.506 -0.443
C 1.058 -3.788 0.017
C 0.549 -4.934 -0.609
C 0.741 -6.200 -0.091
C 1.460 -6.389 1.075
C 1.967 -5.280 1.730
C 1.755 -4.021 1.214
F 2.240 -2.976 1.939
C -0.139 -2.264 -1.496
C 0.515 -2.311 -2.888
N 0.655 1.277 -1.477
C -2.048 3.148 0.284
C -2.293 3.842 1.450
O -3.466 4.450 1.768
C -4.523 4.375 0.843
H -0.331 3.825 4.958
H 0.244 5.337 4.200
H -1.125 5.373 5.338
H 0.755 3.443 2.916
H 1.165 2.222 0.828
H 2.343 0.450 -3.505
H 0.967 -0.149 -4.465
H 3.352 -0.833 -1.954
H 3.039 -2.581 -2.005
H 2.639 -1.712 0.259
H 1.469 -0.536 -0.351
H -0.004 -4.839 -1.530
H 0.330 -7.050 -0.616
H 1.618 -7.377 1.476
H 2.516 -5.373 2.654
H -0.959 -2.980 -1.429
H -0.559 -1.269 -1.317
H -0.216 -2.053 -3.657
H 0.876 -3.328 -3.079
H -2.799 3.037 -0.480
H -5.349 4.921 1.297
H -4.258 4.844 -0.110
H -4.828 3.339 0.663
```

Summary:
Energy relative to the best compared isomer or geometry (same formula, charge and spin), kcal per mole: 0.0
SMILES: COc1ccc(-c2noc(CN3CCN(c4ccccc4F)CC3)n2)cc1OC
F_max, Eh/bohr: 0.0235

---

Entry 4:
The molecule C21H23FN4O4 in a non-equilibrium geometry, computed with ωB97M-V with the def2-TZVPD basis set.

```
53
C21H23FN4O4, DFT ωB97M-V with the def2-TZVPD basis set
O 1.088 1.139 1.715
C 1.899 0.762 0.886
C 2.711 -0.475 1.136
C 3.612 -0.474 2.195
C 4.316 -1.618 2.526
C 4.114 -2.790 1.817
C 3.210 -2.820 0.770
C 2.522 -1.665 0.447
F 1.654 -1.703 -0.587
N 2.162 1.466 -0.235
C 2.979 1.051 -1.347
C 2.073 0.752 -2.582
N 0.716 1.187 -2.336
C -0.197 0.244 -1.876
C -0.382 -0.927 -2.634
C -1.265 -1.879 -2.210
C -1.993 -1.726 -1.024
N -2.666 -2.877 -0.545
O -2.911 -3.771 -1.343
O -2.927 -2.959 0.646
C -1.901 -0.516 -0.294
N -2.652 -0.272 0.816
C -4.066 -0.555 0.891
C -4.837 0.777 0.926
O -4.415 1.622 1.970
C -3.036 1.905 1.867
C -2.225 0.607 1.882
C -0.985 0.442 -0.754
C 0.677 2.543 -1.842
C 1.431 2.688 -0.498
H 3.750 0.437 2.758
H 5.017 -1.596 3.346
H 4.656 -3.686 2.080
H 3.023 -3.720 0.207
H 3.564 0.174 -1.074
H 3.673 1.867 -1.579
H 2.463 1.279 -3.460
H 2.070 -0.316 -2.788
H 0.174 -1.072 -3.547
H -1.393 -2.799 -2.761
H -4.401 -1.114 0.019
H -4.278 -1.140 1.792
H -5.899 0.594 1.093
H -4.705 1.289 -0.042
H -2.787 2.532 2.724
H -2.842 2.465 0.938
H -1.155 0.799 1.828
H -2.432 0.089 2.826
H -0.897 1.356 -0.193
H 1.155 3.168 -2.604
H -0.361 2.861 -1.751
H 0.754 2.850 0.342
H 2.139 3.524 -0.540
```

Summary:
SMILES: O=C(c1ccccc1F)N1CCN(c2ccc([N+](=O)[O-])c(N3CCOCC3)c2)CC1
F_max, Eh/bohr: 0.0268

---

| no. | HOMO energy (eV) | E_tot (Ha) |
| --- | --- | --- |
| 1 | -10.599 | -33077.854691 |
| 2 | -8.119 | -1951.723313 |
| 3 | -7.505 | -1358.572342 |
| 4 | -7.773 | -1433.779316 |